{
  "formula": "C40H35I2N5O2PSSe2Zr",
  "method": "the ωB97M-V functional and the def2-TZVPD basis",
  "orbital_gap_ev": 6.63,
  "charge": 1,
  "elements": ["C", "H", "C", "H", "C", "C", "H", "O", "H", "H", "H", "Se", "H", "C", "C", "C", "C", "C", "C", "O", "C", "H", "I", "C", "C", "H", "C", "H", "C", "C", "C", "H", "H", "H", "H", "C", "H", "C", "N", "C", "H", "C", "C", "H", "P", "C", "C", "C", "H", "H", "S", "C", "Se", "H", "H", "C", "Zr", "C", "H", "H", "C", "C", "H", "H", "H", "C", "C", "C", "H", "H", "H", "I", "H", "C", "H", "H", "N", "C", "N", "H", "C", "C", "H", "N", "H", "C", "C", "C", "N"],
  "coordinates": [[11.49, 9.86, 8.65], [13.65, 10.41, 12.09], [10.79, 9.04, 16.00], [9.84, 12.85, 19.55], [10.59, 9.94, 11.23], [10.85, 7.95, 13.41], [12.94, 14.73, 11.30], [10.51, 11.79, 16.20], [14.97, 13.15, 17.27], [13.10, 12.00, 11.70], [14.50, 10.62, 9.81], [10.56, 14.17, 12.26], [10.75, 9.55, 16.99], [7.32, 15.00, 17.58], [9.67, 13.85, 19.98], [14.47, 16.06, 10.64], [7.94, 18.87, 11.55], [8.94, 18.28, 12.34], [10.28, 9.32, 8.95], [9.73, 11.99, 14.18], [8.50, 14.71, 16.93], [15.09, 15.33, 10.14], [5.59, 10.77, 15.35], [9.69, 17.28, 11.80], [11.85, 10.44, 10.92], [7.33, 15.35, 18.55], [12.95, 18.03, 11.82], [12.24, 11.07, 12.98], [11.21, 7.75, 15.83], [10.38, 9.81, 14.87], [9.52, 16.24, 19.68], [15.83, 17.61, 10.10], [6.97, 18.94, 9.66], [9.21, 17.41, 21.41], [8.91, 8.84, 10.55], [9.70, 14.97, 19.17], [9.77, 10.99, 12.83], [12.33, 10.39, 9.60], [14.10, 13.36, 17.77], [13.07, 13.79, 17.08], [9.06, 15.41, 22.92], [6.13, 14.79, 16.87], [10.21, 11.21, 15.13], [10.10, 16.05, 10.05], [10.94, 16.27, 12.70], [10.40, 9.28, 13.58], [12.49, 16.73, 11.83], [14.89, 17.39, 10.59], [11.54, 7.08, 16.63], [12.39, 18.79, 12.32], [13.23, 13.59, 15.34], [11.24, 7.22, 14.52], [11.01, 16.47, 14.87], [14.13, 13.55, 18.74], [9.73, 8.85, 8.18], [12.76, 11.02, 11.99], [10.70, 13.70, 14.91], [9.26, 15.28, 21.88], [11.64, 6.21, 14.38], [7.26, 19.58, 12.00], [9.48, 14.01, 21.34], [7.39, 14.09, 14.99], [5.25, 14.30, 14.96], [10.96, 7.50, 12.42], [5.15, 14.99, 17.30], [7.78, 18.52, 10.23], [6.17, 14.43, 15.53], [8.58, 17.49, 9.70], [7.55, 13.59, 14.06], [11.85, 9.89, 7.64], [13.82, 10.88, 8.18], [6.40, 11.15, 17.82], [14.44, 19.40, 11.11], [9.35, 16.40, 21.04], [8.48, 17.19, 8.69], [9.01, 18.49, 13.42], [8.55, 14.22, 15.70], [9.82, 9.34, 10.26], [12.05, 14.22, 17.78], [13.51, 12.12, 9.35], [13.62, 11.03, 9.24], [14.14, 18.37, 11.17], [9.49, 17.11, 19.04], [10.86, 14.46, 17.09], [9.47, 13.14, 22.01], [13.29, 15.74, 11.31], [9.53, 16.89, 10.46], [9.77, 14.77, 17.72], [10.06, 10.07, 12.51]]
}

{
  "formula": "H32O16",
  "method": "the ωB97M-V functional and the def2-TZVPD basis",
  "orbital_gap_ev": 7.80,
  "elements": ["O", "O", "H", "H", "O", "O", "H", "H", "H", "H", "H", "H", "H", "H", "H", "H", "H", "H", "O", "H", "O", "O", "H", "H", "O", "H", "H", "H", "H", "O", "H", "H", "H", "H", "H", "O", "H", "O", "O", "O", "O", "O", "H", "O", "H", "H", "H", "H"],
  "coordinates": [[1.53, 2.01, -1.81], [2.47, -0.50, 1.48], [-1.78, 2.50, 1.90], [-0.01, -0.19, -2.06], [-2.32, -0.04, 1.14], [1.88, -3.48, 1.36], [-1.57, -2.84, -0.48], [2.57, 0.64, -1.59], [2.02, 2.75, -2.11], [2.03, -4.05, 2.10], [-0.57, 0.22, 0.24], [-0.91, 3.34, 0.94], [-2.63, -1.70, -1.72], [3.08, 0.22, 1.51], [-0.56, -3.52, 0.28], [2.30, -2.86, -1.70], [1.83, -0.36, 0.84], [1.10, -2.90, 1.55], [1.64, 2.50, 0.82], [-0.39, 0.96, 2.47], [-2.56, -0.76, -1.60], [0.23, 0.45, 2.99], [0.73, 2.34, 0.86], [-1.29, -2.56, 2.15], [0.23, -0.46, -2.96], [0.59, 2.34, -1.87], [1.04, 0.60, 2.56], [-2.74, 0.84, 0.93], [-0.27, -1.24, -3.28], [0.17, -0.13, -0.25], [-0.57, -1.24, 2.22], [2.24, -2.80, -0.11], [-2.87, -0.45, 1.87], [1.86, 2.37, -0.10], [-2.46, 2.38, -0.57], [-3.35, 2.10, -0.34], [-2.56, -0.66, -0.67], [-0.68, -3.14, -0.62], [3.38, 0.14, -1.43], [-0.91, 2.55, -1.58], [-0.40, -2.16, 2.28], [2.67, -2.43, -0.92], [-3.79, 2.98, -0.57], [-0.93, 2.50, 1.40], [3.09, -0.73, -1.14], [-1.13, 3.44, -1.70], [-0.12, -1.05, -0.34], [-1.33, 2.09, -2.34]]
}

{
  "formula": "H12O6",
  "method": "the ωB97M-V functional and the def2-TZVPD basis",
  "orbital_gap_ev": 8.32,
  "elements": ["H", "H", "O", "H", "H", "H", "O", "H", "H", "O", "H", "H", "O", "O", "H", "H", "O", "H"],
  "coordinates": [[-0.65, -1.96, -1.20], [-3.94, 0.59, 0.03], [-0.01, 2.06, -0.35], [1.86, -2.68, -0.15], [0.61, -2.29, -2.04], [3.61, 0.43, 0.13], [-1.42, 0.92, 2.42], [0.38, 1.75, -1.09], [1.11, -1.62, 0.76], [0.32, -2.13, -1.15], [-0.60, 2.76, -0.63], [-3.38, 2.02, -0.14], [1.67, -1.75, -0.09], [-3.38, 1.16, -0.52], [3.31, -0.60, -0.96], [-2.00, 0.17, 2.28], [3.98, -0.08, -0.64], [-1.48, 1.24, 3.35]]
}

{
  "formula": "C31H50BN5O2P2PtS",
  "method": "the ωB97M-V functional and the def2-TZVPD basis",
  "orbital_gap_ev": 8.20,
  "elements": ["H", "H", "C", "C", "H", "H", "C", "N", "H", "H", "C", "H", "H", "H", "H", "H", "H", "H", "H", "C", "H", "C", "H", "O", "H", "N", "H", "C", "H", "H", "H", "H", "C", "C", "H", "C", "H", "H", "C", "C", "H", "Pt", "C", "S", "H", "O", "C", "H", "H", "C", "P", "H", "C", "H", "H", "C", "N", "N", "H", "C", "H", "H", "C", "C", "C", "H", "C", "H", "H", "H", "H", "H", "H", "H", "H", "C", "H", "C", "N", "C", "C", "C", "C", "H", "H", "H", "C", "C", "H", "H", "C", "P", "B"],
  "coordinates": [[0.88, -1.44, -3.07], [-0.66, 0.53, 5.08], [-1.56, 3.39, -2.09], [-0.98, -1.09, 2.72], [2.20, 2.32, 3.44], [1.32, 2.88, 2.01], [-2.70, -2.24, 1.24], [0.56, -3.30, -0.78], [3.26, 0.62, 3.58], [-1.49, -1.73, -2.60], [1.42, -5.48, -1.09], [1.74, -0.55, 5.16], [-0.19, -0.11, -5.75], [-3.06, -3.23, 3.12], [-3.48, 1.02, -3.74], [-1.78, -4.64, -0.32], [1.09, 2.33, -3.26], [-4.13, -3.05, -1.76], [-2.38, 4.12, -2.05], [-3.29, -3.18, 2.06], [3.31, -1.64, -1.11], [-2.19, 2.00, -2.23], [-2.63, 1.84, -0.10], [2.21, 1.43, -0.59], [1.68, -1.09, -0.72], [-2.24, -1.18, -0.72], [-4.67, -4.83, 2.11], [-3.16, 1.82, -1.05], [-1.56, -0.63, 3.52], [-3.71, 0.88, -1.10], [-0.18, 2.51, -4.49], [1.92, -0.03, -2.80], [1.31, -6.86, -1.16], [0.08, -7.44, -0.92], [4.04, -0.87, 3.08], [1.22, 2.62, 3.06], [2.17, -7.48, -1.38], [0.76, -1.92, 4.64], [-1.03, -6.64, -0.62], [1.69, -1.38, 4.47], [3.34, 0.20, 1.86], [0.14, 0.58, -0.01], [1.82, -3.07, -1.01], [2.83, -4.48, -1.32], [0.93, 3.53, 3.60], [0.99, 3.07, -0.15], [1.20, -0.48, -3.48], [-1.69, 0.52, -5.10], [0.97, 1.20, 5.29], [-0.82, -0.09, -4.86], [0.47, 0.01, 2.27], [-0.97, 3.49, -1.19], [-0.92, -5.26, -0.56], [-2.94, -0.72, -2.65], [2.51, -2.07, 4.72], [-4.20, -4.08, 1.49], [-1.75, -1.26, 1.51], [2.34, -1.83, -0.99], [-1.99, -7.11, -0.42], [-3.90, -3.08, -0.70], [1.33, 1.70, -4.89], [-0.03, -8.51, -0.96], [0.00, 1.35, 4.81], [2.01, -2.27, 2.18], [0.14, 1.56, 3.30], [-1.37, 3.09, 3.23], [-2.01, -0.91, -2.11], [-1.17, 2.26, 1.69], [-0.42, 2.27, 5.24], [-0.61, -2.05, 3.08], [-3.83, 2.71, -3.41], [-0.94, 3.66, -2.94], [2.35, -2.06, 1.17], [-3.88, 2.64, -1.07], [-1.15, -1.11, -4.67], [3.21, -0.20, 2.87], [1.69, -0.66, -4.44], [1.89, -0.98, 3.00], [2.09, 2.68, -0.55], [-3.02, 1.99, -3.52], [-4.50, -4.03, 0.13], [-3.00, -2.19, -0.14], [0.31, -4.67, -0.81], [-2.03, 1.47, 3.01], [-5.20, -4.73, -0.29], [1.07, -2.83, 2.12], [-1.19, 2.11, 2.77], [0.02, 0.48, -3.70], [-2.43, 2.30, -4.39], [2.75, -2.92, 2.66], [0.59, 1.84, -4.10], [-0.93, 0.61, -2.10], [-1.37, -0.63, 0.28]]
}

Number 1: calculated total energy -221893.85099 eV. Number 2: calculated total energy -33279.27826 eV. Number 3: calculated total energy -12475.60083 eV. Number 4: calculated total energy -77844.04093 eV.